#1
A single C16H17NO4 molecule, computed with ωB97M-V/def2-TZVPD.

Results
LUMO level: 0.0196 hartree
SMILES: COc1cc2c(cc1OC)[C@@H](c1ccc(C)o1)CC(=O)N2
highest occupied orbital energy: -7.18 eV
gap between HOMO and LUMO: 0.28357 hartree

Each line ends with the Mulliken charge.
Atoms and positions in Å:
C: -5.0740 -0.2134 0.1834  -0.840
O: -3.9553 0.8521 0.0155  -0.442
C: -2.7508 0.3240 -0.0737  0.762
C: -2.4101 -1.1593 -0.2277  -0.917
C: -1.1591 -1.4556 -0.1079  -0.027
C: -0.1905 -0.5325 -0.0565  -0.172
C: -0.4917 0.9458 -0.3266  -1.360
C: -1.8513 1.3614 -0.2090  0.352
O: -1.9122 2.6446 -0.1115  -0.516
C: -3.2846 3.4907 -0.0585  -0.778
C: 1.2574 -0.9050 -0.2408  1.653
C: 2.3587 -0.0254 0.1572  -0.388
C: 2.4536 0.7014 1.3886  -0.423
C: 3.7270 1.7036 1.1025  -0.710
C: 4.0383 1.4792 0.0070  0.619
C: 5.0898 2.1326 -0.6921  -1.404
O: 3.2336 0.5400 -0.8496  -0.429
C: 1.4233 -2.2266 0.5138  -1.188
C: 0.5047 -3.2662 0.0856  0.231
O: 0.7032 -4.3050 -0.1104  -0.414
N: -0.8039 -2.7461 -0.3302  -0.361
H: -4.9847 -0.8452 -0.8056  0.313
H: -6.0320 0.3493 -0.0092  0.289
H: -5.0260 -0.8307 1.2496  0.272
H: -3.1457 -1.5510 0.0074  1.166
H: 0.2682 1.6822 -0.3887  0.477
H: -3.1359 4.4599 -0.2054  0.374
H: -3.7515 2.8618 0.7212  0.279
H: -3.8028 3.0976 -0.9091  0.292
H: 1.5664 -0.8926 -1.4628  0.068
H: 1.8917 0.4523 2.1779  0.710
H: 4.1278 2.2579 1.9053  0.450
H: 5.7343 2.8389 -0.1409  0.347
H: 4.7881 2.6282 -1.5498  0.338
H: 5.8928 1.4340 -1.4305  0.226
H: 1.3624 -2.1265 1.4508  0.799
H: 2.4632 -2.6756 0.2457  0.252
H: -1.4813 -3.3489 -0.3557  0.099

#2
A single C16H17NO4 molecule, computed with ωB97M-V/def2-TZVPD.

Results
LUMO level: 0.0287 hartree
SMILES: COc1cc2c(cc1OC)CN(C(=O)c1ccco1)CC2
highest occupied orbital energy: -7.90 eV
gap between HOMO and LUMO: 0.31914 hartree

Each line ends with the Mulliken charge.
Atoms and positions in Å:
C: -3.2247 0.2478 4.1568  -0.909
O: -3.5178 0.8331 2.9141  -0.443
C: -2.6933 0.5649 1.8632  0.948
C: -1.5850 -0.2576 1.9078  -0.536
C: -0.7951 -0.4769 0.7795  -0.027
C: -1.1251 0.1461 -0.4112  0.100
C: -2.2453 0.9745 -0.4684  -0.562
C: -3.0333 1.1950 0.6440  1.028
O: -4.1402 1.9872 0.6798  -0.452
C: -4.5192 2.6550 -0.4972  -0.907
C: -0.3139 -0.0567 -1.6657  -1.661
N: 0.9477 -0.7075 -1.3898  0.150
C: 2.0891 -0.1179 -1.8123  0.767
O: 2.0719 0.8450 -2.5672  -0.718
C: 3.3951 -0.6546 -1.3811  0.216
C: 4.6021 -0.4128 -1.9875  -0.539
C: 5.5820 -1.0490 -1.1972  -0.437
C: 4.9093 -1.6205 -0.1605  -0.517
O: 3.5924 -1.3915 -0.2602  -0.215
C: 0.8042 -1.8528 -0.5272  -1.227
C: 0.4078 -1.3773 0.8698  -0.844
H: -2.2421 0.5582 4.5283  0.351
H: -3.2646 -0.8459 4.1083  0.352
H: -3.9952 0.6047 4.8382  0.234
H: -1.3078 -0.7507 2.8265  0.462
H: -2.4813 1.4463 -1.4090  0.471
H: -5.4077 3.2276 -0.2359  0.234
H: -4.7660 1.9513 -1.2995  0.348
H: -3.7370 3.3389 -0.8432  0.358
H: -0.8892 -0.6631 -2.3805  0.284
H: -0.0906 0.9024 -2.1409  0.502
H: 4.7460 0.1497 -2.8862  0.523
H: 6.6378 -1.0736 -1.3719  0.454
H: 5.2419 -2.1940 0.6827  0.458
H: 0.0036 -2.4791 -0.9389  0.370
H: 1.7206 -2.4378 -0.4991  0.599
H: 1.2454 -0.8279 1.3103  0.342
H: 0.1941 -2.2328 1.5132  0.442

#3
A single C16H17NO4 molecule, computed with ωB97M-V/def2-TZVPD.

Results
LUMO level: 0.0258 hartree
SMILES: Cc1ccc(CCC(=O)Nc2ccc(CC(=O)O)cc2)o1
highest occupied orbital energy: -8.19 eV
gap between HOMO and LUMO: 0.32676 hartree

Each line ends with the Mulliken charge.
Atoms and positions in Å:
C: -0.6362 1.7472 1.7862  -0.926
C: 0.8172 1.6729 1.4855  0.566
C: 1.7044 2.6031 1.0371  -0.646
C: 2.9557 1.9452 0.9195  -0.650
C: 2.7478 0.6583 1.3078  0.643
C: 3.6335 -0.5444 1.3330  -1.148
C: 3.8031 -1.1401 -0.0797  -0.759
C: 2.5282 -1.0393 -0.9104  0.573
O: 2.5173 -0.5453 -2.0144  -0.654
N: 1.4367 -1.5634 -0.2844  -0.106
C: 0.0894 -1.3876 -0.6066  0.705
C: -0.8583 -1.7540 0.3477  -0.357
C: -2.2042 -1.5654 0.1069  -0.820
C: -2.6343 -1.0152 -1.0937  0.594
C: -4.0999 -0.7461 -1.3307  -1.203
C: -4.3435 0.6709 -0.8651  0.667
O: -4.5310 1.0100 0.2716  -0.575
O: -4.2739 1.5422 -1.8780  -0.460
C: -1.6873 -0.6545 -2.0431  -0.544
C: -0.3375 -0.8417 -1.8133  -0.657
O: 1.4476 0.4879 1.6568  -0.194
H: -1.2012 1.1067 1.1086  0.019
H: -0.8338 1.4120 2.8034  0.261
H: -0.9808 2.7705 1.6758  0.346
H: 1.4979 3.6294 0.8132  0.489
H: 3.8793 2.3744 0.5894  0.502
H: 3.1958 -1.2785 2.0135  0.361
H: 4.6157 -0.2722 1.7225  0.417
H: 4.5699 -0.5895 -0.6248  0.378
H: 4.1136 -2.1851 -0.0141  0.337
H: 1.5841 -1.9338 0.6442  0.170
H: -0.5347 -2.1725 1.2903  0.296
H: -2.9270 -1.8365 0.8618  0.337
H: -4.7137 -1.4259 -0.7412  0.384
H: -4.3437 -0.8238 -2.3890  0.399
H: -4.3755 2.4521 -1.5568  0.345
H: -2.0093 -0.2161 -2.9761  0.385
H: 0.3888 -0.5522 -2.5535  0.523

List of relative energies, unit hartree: #1 0.4895; #2 0.0721; #3 0.0000

#1
A molecular structure, C7H15N2S, computed with ωB97M-V/def2-TZVPD.

Results
LUMO level: -0.1494 hartree
highest occupied orbital energy: -12.88 eV
gap between HOMO and LUMO: 0.32402 hartree
total charge: +1

Each line ends with the Mulliken charge.
Atoms and positions in Å:
C: 1.0035 1.4271 0.9113  0.287
C: -1.3857 -1.1712 -0.2987  -0.650
C: -2.1672 0.6274 0.2776  -0.329
C: -2.8435 -0.5432 -0.2089  0.411
C: -3.7874 -0.5976 -1.4115  -1.349
C: 2.7094 -1.8854 -0.0888  -1.073
C: 2.7220 -0.2812 -0.2097  -0.339
N: 0.7224 2.0170 -0.2660  -0.442
N: -1.0755 -0.0032 0.5126  -0.159
S: 2.1778 0.3662 1.3872  0.066
H: -1.1505 -2.1412 0.1326  0.267
H: -0.8525 -0.9906 -1.2804  0.216
H: -2.3734 1.6869 0.3617  0.353
H: -3.3847 -0.9655 0.7813  0.259
H: -4.4133 -1.5297 -1.4072  0.312
H: -3.2078 -0.4601 -2.2653  0.372
H: -4.4048 0.2569 -1.3239  0.374
H: 2.5260 -2.3771 -1.0592  0.319
H: 3.7300 -2.1324 0.1930  0.349
H: 1.8320 -2.1547 0.5879  0.300
H: 2.0836 0.0050 -1.1536  0.157
H: 3.7189 0.1667 -0.2380  0.466
H: 0.7987 1.4559 -1.0780  0.252
H: -0.2475 2.4989 -0.4467  0.317
H: 0.6779 2.0336 1.7389  0.265

#2
A gas-phase ion, C7H15N2S (charge +1), computed with ωB97M-V/def2-TZVPD.

Results
LUMO level: -0.1945 hartree
highest occupied orbital energy: -13.39 eV
gap between HOMO and LUMO: 0.29770 hartree
total charge: +1

Each line ends with the Mulliken charge.
Atoms and positions in Å:
C: -1.9735 0.2205 -2.5886  -0.274
C: 0.1893 -1.8801 -0.3116  -0.259
C: -0.5967 -2.9156 -1.0966  -0.854
C: 0.2762 1.7305 2.1695  -1.209
C: 1.2290 0.8115 -0.6825  -1.575
C: 0.0538 0.3705 1.5921  -0.484
C: -0.0422 0.4971 0.0202  0.115
N: -0.6385 -0.7343 -0.2540  -0.167
N: -1.4105 -0.8163 -2.1340  -0.025
S: -1.0889 -2.2945 -2.7794  0.045
H: -2.1762 0.2705 -3.5715  0.322
H: -2.2274 0.9328 -1.9542  0.328
H: 0.2648 -2.4328 0.6494  0.340
H: 1.2584 -1.6577 -0.7390  0.273
H: -0.0572 -3.8192 -1.1296  0.511
H: -1.6331 -3.0581 -0.5865  0.361
H: 1.0887 1.6428 3.0593  0.280
H: 0.7157 2.4856 1.4725  0.335
H: -0.6236 1.9895 2.5331  0.381
H: 1.6107 1.9228 -0.7320  0.325
H: 2.1216 0.1557 -0.3211  0.293
H: 1.2858 0.5072 -1.6503  0.545
H: 1.0051 -0.3099 1.8983  0.293
H: -0.7224 -0.1085 2.0696  0.588
H: -0.7251 1.2227 -0.2263  0.512

#3
A gas-phase ion, C7H15N2S (charge +1), computed with ωB97M-V/def2-TZVPD.

Results
LUMO level: -0.1021 hartree
SMILES: C=CS/C=N\C[N+](C)(C)C
highest occupied orbital energy: -12.24 eV
gap between HOMO and LUMO: 0.34764 hartree
total charge: +1

Each line ends with the Mulliken charge.
Atoms and positions in Å:
C: 3.7729 -0.2231 1.6347  -0.544
C: 2.9183 -0.6297 0.7676  -0.158
S: 3.1706 -0.2304 -0.9450  -0.132
C: 1.6803 -0.3851 -1.8012  -0.065
N: 0.5565 -0.4424 -1.2402  -0.183
C: 0.0945 -0.3938 0.0366  -0.843
N: -1.4105 0.1871 -0.0739  -0.053
C: -1.2530 1.6001 -0.2416  -0.901
C: -2.1415 -0.1704 1.0955  -0.993
C: -2.1071 -0.3410 -1.2607  -0.769
H: 4.5924 0.4699 1.4757  0.292
H: 3.4108 -0.4464 2.6512  0.231
H: 2.1284 -1.3959 0.9439  0.436
H: 1.6747 -0.3932 -2.8863  0.385
H: -0.0884 -1.5006 0.4028  0.321
H: 0.6873 0.3494 0.6448  0.574
H: -2.1980 2.1668 -0.0717  0.353
H: -0.7595 2.3214 0.4746  0.339
H: -0.7276 1.7113 -1.1519  0.476
H: -2.1706 -1.2458 1.2535  0.410
H: -1.6463 0.2056 1.9742  0.405
H: -3.2282 0.0901 1.0050  0.353
H: -1.4784 -0.0371 -2.1892  0.327
H: -2.4235 -1.4515 -1.1103  0.322
H: -3.0541 0.1847 -1.3879  0.418

List of relative energies, unit hartree: #1 0.0129; #2 0.0797; #3 0.0000

#1
A single C2H4OS2 molecule, computed with ωB97M-V/def2-TZVPD.

Results
LUMO level: -0.0103 hartree
SMILES: OCC(=S)S
highest occupied orbital energy: -8.79 eV
gap between HOMO and LUMO: 0.31286 hartree

Each line ends with the Mulliken charge.
Atoms and positions in Å:
O: 2.0794 -0.8041 -0.1767  -0.520
C: 0.7955 -1.2351 0.0656  -0.424
C: -0.2507 -0.1268 0.0194  0.242
S: -1.8739 -0.4522 -0.0151  -0.223
S: 0.4446 1.4982 0.0160  -0.156
H: 2.5263 -0.5634 0.6466  0.340
H: 0.5256 -1.9782 -0.6632  0.297
H: 0.6611 -1.6793 1.0530  0.291
H: -0.7478 2.0904 -0.1468  0.154

#2
A single C2H4OS2 molecule, computed with ωB97M-V/def2-TZVPD.

Results
LUMO level: -0.0261 hartree
SMILES: CSSC=O
highest occupied orbital energy: -9.17 eV
gap between HOMO and LUMO: 0.31073 hartree

Each line ends with the Mulliken charge.
Atoms and positions in Å:
C: -0.8882 -0.8885 0.3589  -0.785
S: 0.4907 -1.1677 -0.6081  -0.076
S: 2.3095 -0.5975 0.7793  -0.114
C: 3.1854 0.2609 -0.5735  0.118
O: 4.2545 0.6796 -0.4273  -0.378
H: -1.7109 -1.3335 -0.2350  0.271
H: -1.4281 0.0500 0.3994  0.338
H: -0.8197 -1.2908 1.3810  0.295
H: 2.4442 0.2285 -1.3200  0.330

List of relative energies, unit hartree: #1 0.0000; #2 0.0261